This record from the OMol25 dataset describes a molecular structure, C41H56N6O3SSr. The level of theory is wB97M-V/def2-TZVPD.

Each line ends with the Mulliken charge.
Positions of all 108 atoms, in Å:
Sr 0.30 -0.44 -0.22  1.5792
C 2.55 1.91 -0.37  -1.0128
C 1.82 2.35 0.90  -0.8867
N 0.43 1.90 0.99  0.8828
C -0.08 1.84 2.34  -0.8947
C 0.56 0.70 3.11  0.4593
C 0.81 0.79 4.47  -1.1607
C 1.44 -0.28 5.10  -0.6297
C 1.81 -1.38 4.35  -1.0644
C 1.53 -1.39 2.99  0.7075
C 1.91 -2.58 2.13  -1.6315
N 2.15 -2.27 0.73  0.6913
C 3.47 -1.73 0.42  -0.9929
C 3.56 -0.21 0.51  -0.5835
N 2.73 0.45 -0.49  0.0674
N 0.90 -0.38 2.40  1.2341
H 3.51 2.44 -0.39  0.4718
H 1.97 2.23 -1.24  0.3535
H 1.90 3.44 0.97  0.4063
H 2.35 1.96 1.77  0.4524
H -0.20 2.39 0.36  -0.2725
H -1.16 1.68 2.29  -0.0001
H 0.07 2.78 2.90  0.4324
H 0.55 1.68 5.02  0.5295
H 1.65 -0.24 6.16  0.4234
H 2.33 -2.22 4.81  0.5097
H 1.08 -3.30 2.17  0.4201
H 2.77 -3.08 2.59  0.3367
H 1.98 -3.09 0.16  -0.3491
H 3.73 -2.05 -0.60  0.3461
H 4.24 -2.14 1.09  0.3748
H 4.62 0.10 0.44  0.5044
H 3.22 0.10 1.50  0.2116
H 3.09 0.25 -1.42  0.1768
O -2.52 2.41 -0.22  -0.5544
C -2.80 2.32 -1.63  3.8873
C -1.87 1.26 -2.34  -0.5898
O -2.24 0.80 -3.41  -0.6957
O -0.76 1.06 -1.74  -0.6660
C -2.42 3.65 -2.25  -0.9289
C -1.74 4.62 -1.52  -0.2993
C -1.36 5.82 -2.13  -1.0987
C -1.66 6.05 -3.46  -0.3558
C -2.34 5.08 -4.19  -0.9918
C -2.71 3.89 -3.59  -0.1295
C -4.29 2.02 -1.79  -0.3433
C -4.78 0.73 -2.00  -0.0856
C -6.14 0.50 -2.07  -0.6793
C -7.04 1.55 -1.94  -0.5529
C -6.57 2.83 -1.72  -0.7990
C -5.20 3.06 -1.64  -0.6389
H -2.77 1.56 0.16  -0.1945
H -1.52 4.45 -0.48  0.4365
H -0.84 6.57 -1.55  0.4210
H -1.38 6.98 -3.93  0.4042
H -2.57 5.25 -5.23  0.4038
H -3.22 3.12 -4.16  0.4789
H -4.08 -0.08 -2.14  0.5563
H -6.51 -0.51 -2.25  0.3830
H -8.11 1.36 -2.01  0.4253
H -7.26 3.66 -1.61  0.3841
H -4.84 4.07 -1.48  0.4536
C -5.47 1.58 2.25  -1.1636
C -6.13 0.38 1.57  0.9505
C -6.29 -0.83 2.49  -0.9573
C -4.98 -1.54 2.80  -0.9141
N -4.43 -2.23 1.63  0.0892
C -3.35 -1.87 0.91  0.1514
S -2.35 -0.58 1.36  -0.1150
N -3.08 -2.59 -0.19  0.9548
C -3.88 -3.71 -0.67  -1.6298
C -3.74 -4.99 0.14  -0.0379
C -4.63 -6.11 -0.38  -0.7455
C -6.12 -5.87 -0.13  -1.1363
H -5.39 2.41 1.56  0.2455
H -4.47 1.34 2.60  0.1574
H -6.06 1.90 3.12  0.4231
H -5.54 0.10 0.69  -0.7314
H -7.11 0.67 1.19  0.4294
H -6.98 -1.55 2.05  0.3741
H -6.73 -0.51 3.43  0.3875
H -5.13 -2.29 3.58  0.3642
H -4.22 -0.84 3.16  0.3840
H -5.00 -2.97 1.27  0.0664
H -2.21 -2.38 -0.66  -0.9251
H -3.58 -3.89 -1.70  0.4853
H -4.93 -3.39 -0.73  0.6127
H -3.98 -4.80 1.19  0.4698
H -2.69 -5.29 0.12  0.2395
H -4.33 -7.05 0.09  0.3668
H -4.45 -6.24 -1.46  0.3749
H -6.31 -5.72 0.93  0.2649
H -6.71 -6.73 -0.45  0.4086
H -6.49 -5.00 -0.67  0.2649
C -0.18 -2.30 -2.22  -2.8679
C 0.45 -3.54 -1.93  1.7777
C -0.23 -4.67 -1.40  -0.5655
C 0.43 -5.80 -0.96  -0.3873
C 1.82 -5.90 -1.02  -0.8465
C 2.52 -4.85 -1.60  -0.1818
C 1.86 -3.71 -2.05  -1.2058
H 0.40 -1.65 -2.89  0.6325
H -1.24 -2.28 -2.48  0.6417
H -1.31 -4.65 -1.39  0.4435
H -0.15 -6.63 -0.57  0.4498
H 2.33 -6.79 -0.67  0.3810
H 3.59 -4.91 -1.72  0.3982
H 2.43 -2.92 -2.53  0.4986

Summary:
- orbital gap (eV) = 5.9
- 2S+1 = 1
- ΔE to the lowest compared entry with this formula, charge and spin (kcal/mol) = 6.03

---

This record from the OMol25 dataset describes a single C15H22ClNO molecule. The level of theory is wB97M-V/def2-TZVPD.

Each line ends with the Mulliken charge.
Positions of all 40 atoms, in Å:
C 3.46 3.27 0.17  -1.1902
C 2.01 3.12 0.61  -0.6438
C 1.37 1.81 0.14  -0.0779
C 1.97 0.59 0.83  -1.2492
C 1.30 -0.75 0.47  0.9198
C 1.53 -1.14 -0.99  -1.3178
C 0.92 -2.48 -1.41  -0.6597
C 1.54 -3.70 -0.74  -0.6648
Cl 0.86 -3.99 0.89  -0.1866
C -0.15 -0.71 0.94  -0.1304
O -0.44 -0.94 2.09  -0.7094
N -1.06 -0.35 -0.02  0.2952
C -2.44 -0.20 0.09  0.4408
C -3.13 0.22 -1.05  -0.2750
C -4.51 0.38 -1.01  -0.6712
C -5.21 0.11 0.15  -0.4449
C -4.53 -0.31 1.28  -0.6826
C -3.15 -0.47 1.25  -0.3803
H 3.54 3.17 -0.91  0.2908
H 3.83 4.26 0.45  0.3832
H 4.09 2.53 0.64  0.3107
H 1.95 3.18 1.69  0.3592
H 1.43 3.95 0.20  0.3567
H 1.49 1.74 -0.95  0.2005
H 0.30 1.86 0.36  0.1936
H 3.03 0.52 0.58  0.3326
H 1.89 0.73 1.91  0.3728
H 1.77 -1.51 1.11  0.5242
H 1.16 -0.36 -1.66  0.3487
H 2.61 -1.19 -1.15  0.5262
H 1.06 -2.59 -2.49  0.4713
H -0.16 -2.49 -1.22  0.2441
H 2.62 -3.57 -0.62  0.3083
H 1.34 -4.60 -1.32  0.4110
H -0.69 -0.12 -0.93  0.0559
H -2.59 0.43 -1.96  0.3453
H -5.03 0.71 -1.90  0.3616
H -6.28 0.24 0.18  0.3775
H -5.07 -0.53 2.19  0.3748
H -2.62 -0.81 2.13  0.4790

Summary:
- orbital gap (eV) = 9.1
- 2S+1 = 1
- ΔE to the lowest compared entry with this formula, charge and spin (kcal/mol) = 4.05
- SMILES = CCCC[C@H](CCCCl)C(=O)Nc1ccccc1

---

This record from the OMol25 dataset describes a single CH2Br2O2S molecule in a non-equilibrium geometry. The level of theory is wB97M-V/def2-TZVPD.

Each line ends with the Mulliken charge.
Positions of all 8 atoms, in Å:
C -2.14 0.51 -0.20  -0.4294
O 0.84 -1.43 0.49  -0.4339
O 2.90 -1.33 -0.76  -0.3931
S 2.25 -1.06 0.49  0.6621
Br -0.53 0.79 -0.89  0.2892
Br 1.71 1.57 0.54  -0.2963
H -2.66 1.40 0.11  0.2857
H -2.38 -0.44 0.22  0.3157

Summary:
- orbital gap (alpha / beta) (eV) = 6.6 / 7.8
- 2S+1 = 1
- ΔE to the lowest compared entry with this formula, charge and spin (kcal/mol) = 46.27